The following is a DFT calculation (ωB97M-V with the def2-TZVPD basis set) of a structure of composition C18H20Br42FNO5 at a distorted geometry.

Geometry (Å):
C1 2.630 -0.523 -0.171
C2 2.480 0.737 0.618
F1 3.689 0.999 1.169
O1 2.231 1.823 -0.250
C3 0.845 1.899 -0.566
O2 0.616 2.012 -1.699
O3 -0.090 1.839 0.380
C4 -1.148 0.935 0.099
O4 -1.204 -0.131 0.993
N1 -0.449 -1.277 0.551
O5 -1.075 -1.959 -0.144
H1 1.693 -0.830 -0.604
H2 3.391 -0.352 -0.914
H3 3.024 -1.276 0.496
H4 1.785 0.679 1.446
H5 -2.069 1.496 0.215
H6 -1.149 0.546 -0.915
C5 5.030 -0.429 -4.782
Br1 3.904 1.103 -4.449
Br2 4.452 -1.998 -3.827
Br3 5.191 -0.781 -6.668
H7 6.016 -0.182 -4.421
C6 -0.108 -1.216 5.024
Br4 -1.568 -2.062 4.098
Br5 0.919 -2.496 6.032
Br6 1.004 -0.182 3.842
H8 -0.540 -0.525 5.733
C7 -4.564 1.335 2.682
Br7 -5.519 3.005 2.645
Br8 -4.301 0.630 0.908
Br9 -2.915 1.496 3.666
H9 -5.183 0.624 3.209
C8 -0.270 -6.324 4.462
Br10 -1.959 -7.030 5.066
Br11 1.111 -7.669 4.494
Br12 -0.409 -5.489 2.733
H10 0.018 -5.554 5.164
C9 1.832 4.611 2.814
Br13 1.621 3.758 1.082
Br14 3.250 5.917 2.796
Br15 0.188 5.360 3.513
H11 2.127 3.827 3.497
C10 -2.225 -10.836 3.561
Br16 -3.911 -11.541 4.169
Br17 -0.838 -12.171 3.595
Br18 -2.379 -10.014 1.830
H12 -1.937 -10.060 4.255
C11 -0.688 2.447 -4.724
Br19 0.170 4.158 -4.905
Br20 -2.578 2.630 -4.401
Br21 -0.330 1.302 -6.235
H13 -0.259 1.968 -3.855
C12 7.034 1.806 3.368
Br22 6.153 0.230 4.041
Br23 5.772 3.194 2.942
Br24 8.401 2.429 4.573
H14 7.524 1.527 2.447
C13 -4.372 -4.747 7.641
Br25 -5.829 -5.604 6.719
Br26 -3.321 -6.014 8.644
Br27 -3.286 -3.700 6.437
H15 -4.804 -4.062 8.354
C14 3.585 5.192 -2.642
Br28 4.929 5.979 -1.516
Br29 2.006 6.293 -2.775
Br30 4.258 4.802 -4.410
H16 3.291 4.260 -2.180
C15 -1.659 5.964 -0.882
Br31 -2.538 4.385 -0.213
Br32 -2.928 7.347 -1.309
Br33 -0.296 6.585 0.322
H17 -1.170 5.688 -1.806
C16 0.680 -7.369 -1.169
Br34 1.121 -8.020 0.585
Br35 -0.043 -8.760 -2.286
Br36 -0.490 -5.838 -1.087
H18 1.600 -7.039 -1.628
C17 -1.382 2.739 -9.691
Br37 -0.525 4.457 -9.826
Br38 -3.287 2.910 -9.474
Br39 -0.935 1.597 -11.176
H19 -1.003 2.265 -8.798
C18 -5.648 5.352 -5.247
Br40 -4.370 6.212 -4.092
Br41 -7.231 6.421 -5.495
Br42 -4.836 4.853 -6.920
H20 -5.956 4.440 -4.759

As for the calculated total energy: -2975210.848 eV. The HOMO energy is -9.87 eV. Its gap between HOMO and LUMO is 0.31788 hartree. Its charge is 0.

Löwdin population analysis, charges in e, atoms 1 to 8: number 1, C, carries 0.02; number 2, C, carries -0.47; number 3, F, carries 0.02; number 4, O, carries -0.13; number 5, C, carries -0.71; number 6, O, carries 0.18; number 7, O, carries -0.07; number 8, C, carries -0.26

The following is a DFT calculation (ωB97M-V with the def2-TZVPD basis set) of a structure of composition C46H41N4OS3TeZr at a distorted geometry.

Geometry (Å):
Zr1 -0.779 1.072 -1.578
N1 0.637 -0.104 -2.519
S1 1.865 -0.347 -1.679
N2 1.470 -1.244 -0.425
S2 1.547 -1.439 1.080
N3 0.973 -0.303 2.000
S3 -0.427 0.434 1.713
N4 -0.963 0.353 0.306
C1 -0.133 2.103 2.198
C2 -0.271 2.500 3.520
C3 -0.066 3.840 3.823
C4 0.263 4.746 2.825
C5 0.413 4.329 1.504
C6 0.215 2.998 1.195
C7 -1.554 -0.190 2.894
C8 -1.172 -1.151 3.819
C9 -2.124 -1.615 4.717
C10 -3.415 -1.113 4.684
C11 -3.777 -0.140 3.755
C12 -2.848 0.330 2.847
C13 3.164 -1.661 1.704
C14 3.616 -1.020 2.852
C15 4.907 -1.296 3.278
C16 5.702 -2.190 2.571
C17 5.225 -2.825 1.430
C18 3.940 -2.569 0.984
C19 0.725 -2.974 1.319
C20 0.925 -3.622 2.538
C21 0.255 -4.809 2.769
C22 -0.596 -5.328 1.798
C23 -0.782 -4.668 0.592
C24 -0.117 -3.477 0.336
C25 3.127 -1.194 -2.541
C26 4.467 -1.028 -2.201
C27 5.413 -1.745 -2.913
C28 5.019 -2.602 -3.935
C29 3.677 -2.752 -4.259
C30 2.711 -2.043 -3.562
C31 2.605 1.179 -1.173
C32 2.646 2.165 -2.163
C33 3.250 3.378 -1.878
C34 3.817 3.599 -0.629
C35 3.786 2.606 0.343
C36 3.187 1.386 0.073
H1 -0.550 1.797 4.293
H2 -0.179 4.179 4.844
H3 0.406 5.789 3.076
H4 0.685 5.037 0.733
H5 0.375 2.620 0.191
H6 -0.157 -1.515 3.857
H7 -1.851 -2.362 5.450
H8 -4.149 -1.475 5.393
H9 -4.785 0.253 3.746
H10 -3.123 1.086 2.122
H11 2.983 -0.330 3.392
H12 5.289 -0.817 4.169
H13 6.705 -2.401 2.918
H14 5.849 -3.527 0.893
H15 3.551 -3.068 0.103
H16 1.607 -3.229 3.282
H17 0.407 -5.341 3.698
H18 -1.109 -6.263 1.982
H19 -1.435 -5.089 -0.160
H20 -0.244 -2.961 -0.605
H21 4.777 -0.347 -1.419
H22 6.463 -1.620 -2.684
H23 5.768 -3.148 -4.493
H24 3.382 -3.410 -5.065
H25 1.664 -2.130 -3.820
H26 2.219 1.987 -3.141
H27 3.288 4.146 -2.638
H28 4.297 4.545 -0.415
H29 4.236 2.776 1.312
H30 3.191 0.629 0.841
C37 -3.911 0.757 -4.156
Te1 -2.850 -0.587 -2.886
C38 -4.433 -0.278 -1.492
C39 -5.575 0.216 -2.351
C40 -6.879 0.175 -1.867
C41 -7.925 0.628 -2.653
C42 -7.676 1.114 -3.931
C43 -6.382 1.147 -4.421
C44 -5.326 0.703 -3.630
H31 -3.813 0.410 -5.182
H32 -3.461 1.743 -4.065
H33 -4.107 0.441 -0.741
H34 -4.643 -1.228 -1.006
H35 -7.077 -0.223 -0.879
H36 -8.938 0.586 -2.277
H37 -8.495 1.453 -4.551
H38 -6.193 1.509 -5.424
C45 -2.409 4.291 -2.417
C46 -1.698 3.058 -2.079
O1 -0.438 2.974 -2.224
H39 -1.757 5.164 -2.451
H40 -3.266 4.437 -1.761
H41 -2.828 4.129 -3.420

As for the calculated total energy: -97426.039 eV. The HOMO energy is -15.23 eV. As for the energy above the lowest of the compared OMol25 structures with the same formula, charge and spin: 0.646 eV. Its gap between HOMO and LUMO is 0.27146 hartree. Its charge is +3.

Löwdin population analysis, charges in e, atoms 1 to 8: number 1, Zr, carries 1.34; number 2, N, carries -0.44; number 3, S, carries 0.79; number 4, N, carries -0.37; number 5, S, carries 0.90; number 6, N, carries -0.34; number 7, S, carries 0.84; number 8, N, carries -0.44

The following is a DFT calculation (ωB97M-V with the def2-TZVPD basis set) of a cluster of 10 separate species, C16H44N8O20 in total at a distorted geometry.

Geometry (Å):
C1 -3.147 7.379 -1.182
N1 -4.383 7.908 -1.811
O1 -4.473 9.138 -1.893
O2 -5.239 7.129 -2.177
H1 -3.499 6.719 -0.389
H2 -2.544 8.179 -0.753
H3 -2.582 6.794 -1.907
C2 0.077 1.431 -0.741
N2 -0.012 1.379 0.719
O3 -0.061 0.265 1.235
O4 -0.161 2.452 1.261
H4 0.659 2.255 -1.153
H5 -0.933 1.421 -1.151
H6 0.605 0.518 -1.015
C3 1.706 -5.452 0.577
N3 2.583 -6.183 1.524
O5 3.660 -6.560 1.109
O6 2.200 -6.403 2.676
H7 1.814 -4.368 0.598
H8 0.674 -5.488 0.926
H9 1.772 -5.883 -0.422
C4 -6.902 1.347 -0.245
N4 -7.831 0.194 -0.582
O7 -8.183 0.121 -1.788
O8 -8.161 -0.577 0.302
H10 -7.318 1.963 0.552
H11 -6.745 2.045 -1.067
H12 -6.001 0.862 0.132
C5 -2.651 -3.928 5.971
N5 -3.904 -4.179 5.280
O9 -4.260 -5.360 5.149
O10 -4.393 -3.231 4.684
H13 -2.364 -4.843 6.490
H14 -2.882 -3.171 6.721
H15 -1.841 -3.588 5.327
C6 2.839 7.633 4.043
N6 2.167 8.310 2.925
O11 2.222 7.706 1.846
O12 1.425 9.246 3.214
H16 3.924 7.574 3.953
H17 2.538 6.586 4.048
H18 2.490 8.080 4.974
C7 -2.941 3.104 6.369
N7 -4.020 3.889 5.637
O13 -3.790 5.032 5.299
O14 -5.093 3.366 5.491
H19 -3.213 2.852 7.394
H20 -2.055 3.736 6.317
H21 -2.789 2.203 5.774
C8 5.022 6.863 -4.765
N8 4.236 5.820 -5.468
O15 4.803 5.171 -6.382
O16 3.069 5.656 -5.163
H22 5.023 6.531 -3.727
H23 4.511 7.812 -4.931
H24 5.979 6.791 -5.282
C9 -2.962 -4.896 -2.822
O17 -3.123 -6.046 -2.028
C10 -3.252 -7.195 -2.811
C11 -3.159 -8.350 -1.863
O18 -1.910 -8.378 -1.176
C12 -1.558 -9.514 -0.382
H25 -3.490 -4.874 -3.775
H26 -1.948 -4.792 -3.209
H27 -3.186 -3.963 -2.307
H28 -2.463 -7.359 -3.544
H29 -4.198 -7.202 -3.352
H30 -3.393 -9.249 -2.433
H31 -3.953 -8.255 -1.123
H32 -2.433 -9.703 0.240
H33 -0.721 -9.351 0.297
H34 -1.350 -10.389 -0.997
C13 6.160 1.480 0.168
O19 5.837 0.629 -0.939
C14 6.908 0.462 -1.830
C15 6.586 -0.439 -3.075
O20 6.069 -1.682 -2.631
C16 5.863 -2.603 -3.664
H35 6.895 1.011 0.821
H36 5.215 1.599 0.700
H37 6.385 2.476 -0.212
H38 7.695 -0.011 -1.244
H39 7.277 1.399 -2.247
H40 7.515 -0.544 -3.635
H41 5.870 -0.039 -3.793
H42 5.093 -2.124 -4.268
H43 5.361 -3.429 -3.161
H44 6.744 -2.917 -4.223

As for the calculated total energy: -70148.785 eV. The SMILES is C[N+](=O)[O-].C[N+](=O)[O-].C[N+](=O)[O-].C[N+](=O)[O-].C[N+](=O)[O-].C[N+](=O)[O-].C[N+](=O)[O-].C[N+](=O)[O-].COCCOC.COCCOC. The HOMO energy is -9.72 eV. As for the energy above the lowest of the compared OMol25 structures with the same formula, charge and spin: 2.816 eV. Its gap between HOMO and LUMO is 0.34293 hartree. Its charge is 0.

Löwdin population analysis, charges in e, atoms 1 to 8: number 1, C, carries 0.04; number 2, N, carries -0.44; number 3, O, carries 0.05; number 4, O, carries 0.06; number 5, H, carries 0.10; number 6, H, carries 0.10; number 7, H, carries 0.10; number 8, C, carries 0.02

The following is a DFT calculation (ωB97M-V with the def2-TZVPD basis set) of a structure of composition C48H45CsN11S.

Geometry (Å):
Cs1 -0.317 -0.055 -0.085
C1 0.478 4.828 -0.888
C2 1.740 5.313 -0.594
C3 2.470 4.730 0.435
C4 1.902 3.680 1.144
N1 0.683 3.212 0.869
C5 0.008 3.771 -0.120
C6 2.591 2.983 2.274
C7 3.553 3.605 3.065
C8 4.055 2.912 4.154
C9 3.570 1.647 4.438
C10 2.611 1.098 3.588
N2 2.164 1.749 2.521
C11 1.932 -0.206 3.889
C12 2.471 -1.137 4.771
C13 1.708 -2.245 5.110
C14 0.449 -2.389 4.554
C15 0.013 -1.435 3.640
N3 0.742 -0.374 3.314
H1 -0.113 5.223 -1.702
H2 2.172 6.119 -1.174
H3 3.472 5.070 0.658
H4 -0.971 3.347 -0.321
H5 3.870 4.618 2.857
H6 4.790 3.371 4.802
H7 3.902 1.119 5.320
H8 3.459 -1.002 5.190
H9 2.095 -2.982 5.802
H10 -0.187 -3.228 4.809
H11 -0.958 -1.510 3.151
S1 -2.953 -1.471 0.942
C16 -3.855 0.007 1.082
N4 -4.927 0.306 0.422
N5 -5.318 -0.592 -0.495
C17 -6.449 -0.382 -1.249
C18 -7.282 0.723 -1.046
C19 -8.414 0.883 -1.829
C20 -8.746 -0.035 -2.816
C21 -7.914 -1.130 -3.017
C22 -6.778 -1.306 -2.249
N6 -3.565 1.069 2.007
N7 -2.431 1.043 2.504
C23 -2.224 2.075 3.480
C24 -0.911 2.482 3.668
C25 -0.623 3.461 4.607
C26 -1.643 4.013 5.371
C27 -2.954 3.586 5.188
C28 -3.253 2.618 4.242
H12 -4.745 -1.426 -0.599
H13 -7.023 1.438 -0.279
H14 -9.048 1.745 -1.660
H15 -9.633 0.102 -3.421
H16 -8.148 -1.856 -3.787
H17 -6.128 -2.156 -2.419
H18 -0.141 2.030 3.057
H19 0.402 3.789 4.744
H20 -1.420 4.770 6.113
H21 -3.750 4.010 5.789
H22 -4.265 2.274 4.084
C29 2.485 -3.302 1.390
N8 1.223 -3.237 0.653
C30 1.451 -3.771 -0.696
N9 1.944 -5.152 -0.665
C31 3.187 -5.171 0.108
N10 3.007 -4.671 1.476
C32 1.986 -5.500 2.124
N11 0.710 -5.493 1.406
C33 0.246 -4.102 1.323
C34 0.954 -5.968 0.042
H23 2.324 -2.920 2.402
H24 3.222 -2.669 0.890
H25 2.186 -3.145 -1.207
H26 0.516 -3.736 -1.258
H27 3.928 -4.549 -0.399
H28 3.561 -6.196 0.153
H29 1.823 -5.129 3.139
H30 2.352 -6.529 2.180
H31 0.072 -3.728 2.329
H32 -0.698 -4.066 0.774
H33 0.015 -5.944 -0.514
H34 1.311 -7.001 0.084
C35 4.123 3.007 -6.341
C36 3.594 3.963 -5.486
C37 2.716 3.588 -4.482
C38 2.328 2.257 -4.300
C39 2.882 1.304 -5.164
C40 3.762 1.676 -6.168
C41 1.371 1.925 -3.214
C42 0.610 0.836 -3.043
C43 0.453 -0.256 -3.964
C44 0.857 -1.567 -3.640
C45 0.605 -2.643 -4.474
C46 -0.086 -2.471 -5.667
C47 -0.504 -1.185 -6.006
C48 -0.240 -0.104 -5.187
H35 4.812 3.291 -7.127
H36 3.864 5.007 -5.607
H37 2.306 4.339 -3.813
H38 2.614 0.264 -5.041
H39 4.173 0.915 -6.821
H40 1.314 2.733 -2.479
H41 1.391 -1.722 -2.708
H42 0.945 -3.632 -4.182
H43 -0.301 -3.313 -6.312
H44 -1.040 -1.024 -6.936
H45 -0.567 0.888 -5.474

As for the calculated total energy: -78280.001 eV. The HOMO energy is -3.38 eV. As for the energy above the lowest of the compared OMol25 structures with the same formula, charge and spin: 0.151 eV. Its gap between HOMO and LUMO is 0.18914 hartree. Its charge is -1.

Löwdin population analysis, charges in e, atoms 1 to 8: number 1, Cs, carries 0.69; number 2, C, carries -0.06; number 3, C, carries -0.06; number 4, C, carries -0.01; number 5, C, carries -0.21; number 6, N, carries 0.11; number 7, C, carries -0.14; number 8, C, carries -0.20

The following is a DFT calculation (ωB97M-V with the def2-TZVPD basis set) of an isolated molecule of C17H18F2N6O at a distorted geometry.

Geometry (Å):
C1 -2.293 -1.019 -0.970
C2 -3.469 -0.173 -0.639
N1 -4.463 0.014 -1.491
N2 -5.336 0.820 -0.893
C3 -6.547 1.206 -1.556
C4 -4.923 1.167 0.342
C5 -3.713 0.541 0.556
C6 -2.842 0.602 1.767
N3 -1.524 1.117 1.452
C7 -0.418 0.334 1.505
O1 -0.431 -0.804 1.930
C8 0.809 1.002 1.029
C9 1.130 2.364 0.991
N4 2.357 2.591 0.541
N5 2.863 1.396 0.273
C10 4.092 1.104 -0.212
C11 5.021 2.253 -0.503
F1 6.214 2.074 0.115
F2 5.297 2.320 -1.830
C12 4.415 -0.206 -0.414
C13 3.449 -1.211 -0.121
C14 3.754 -2.628 -0.334
C15 2.639 -3.543 -0.790
C16 3.135 -3.640 0.605
N6 2.261 -0.903 0.342
C17 1.961 0.364 0.556
H1 -1.963 -1.574 -0.094
H2 -1.460 -0.398 -1.304
H3 -2.550 -1.707 -1.769
H4 -6.540 0.750 -2.543
H5 -6.604 2.291 -1.657
H6 -7.420 0.855 -1.001
H7 -5.505 1.808 0.974
H8 -2.680 -0.400 2.178
H9 -3.310 1.232 2.531
H10 -1.480 2.010 0.988
H11 0.531 3.200 1.294
H12 4.594 3.214 -0.184
H13 5.389 -0.468 -0.794
H14 4.751 -2.825 -0.705
H15 1.676 -3.082 -0.943
H16 2.891 -4.319 -1.496
H17 3.739 -4.486 0.892
H18 2.504 -3.242 1.383

As for the calculated total energy: -34343.477 eV. The SMILES is Cc1nn(C)cc1CNC(=O)c1cnn2c(C(F)F)cc(C3CC3)nc12. The HOMO energy is -8.64 eV. Its gap between HOMO and LUMO is 0.31434 hartree. Its charge is 0.

Löwdin population analysis, charges in e, atoms 1 to 8: number 1, C, carries -0.02; number 2, C, carries -0.30; number 3, N, carries 0.12; number 4, N, carries -0.22; number 5, C, carries -0.03; number 6, C, carries -0.03; number 7, C, carries -0.16; number 8, C, carries -0.13

Question: What is the gap between HOMO and LUMO in the third record?
Answer: 0.34293 hartree